Entry from the Open Molecules 2025 dataset: C17H15N3O4 in the gas phase in a non-equilibrium geometry (ωB97M-V/def2-TZVPD).

Structure (XYZ):
```
39
Properties=species:S:1:pos:R:3:nbo_charge:R:1
C 7.4814 1.5763 -0.2215 -0.21
O 7.1609 0.5861 0.4621 -0.52
C 5.6677 0.3450 0.5941 -0.07
C 4.9435 -0.3293 -0.8021 -0.23
N 3.4485 -0.4121 -0.3704 -0.52
C 2.8325 -1.6601 0.1050 0.70
O 3.4876 -2.5542 -0.0553 -0.50
C 1.4226 -1.2110 0.0053 -0.11
C 0.4638 -2.1022 0.4446 -0.16
C -0.9035 -1.2933 0.5427 -0.10
C -1.1546 -0.0458 0.1510 -0.20
C -2.4394 0.4438 0.4442 0.64
O -2.4360 1.7275 0.7299 -0.63
N -3.4481 -0.2534 0.0403 -0.56
C -4.8326 -0.0262 -0.1985 0.10
C -5.4715 1.2412 0.5539 -0.14
C -6.7325 1.4133 0.3707 -0.27
C -7.5457 0.3418 -0.0916 0.04
N -6.9512 -0.6491 -0.9880 -0.37
C -5.5606 -0.9483 -0.6798 -0.06
C 0.0474 0.5073 -0.1908 -0.06
C 1.2980 0.2109 -0.1234 -0.15
C 2.5836 0.7061 -0.6264 0.68
O 2.8009 1.8227 -0.6684 -0.51
H 7.1048 2.5014 0.0028 0.14
H 8.5045 1.6727 0.1081 0.19
H 7.2097 1.4550 -1.3531 0.11
H 5.4961 -0.1325 1.4730 0.18
H 5.1901 1.3511 0.7227 0.17
H 5.3188 -1.2487 -0.9450 0.22
H 5.0070 0.4926 -1.4668 0.22
H 0.6190 -3.0601 0.6913 0.22
H -1.7059 -2.1403 0.7014 0.20
H -3.1542 -1.0811 -0.5320 0.41
H -4.6964 1.8674 0.9111 0.26
H -7.2785 2.1543 0.8077 0.22
H -8.5204 0.5307 -0.3843 0.19
H -5.2426 -2.0818 -1.0784 0.21
H -0.1030 1.5779 -0.2061 0.23
```

Values from the calculation:
**SMILES**: COCCN1C(=O)c2ccc(C(=O)Nc3cccnc3)cc2C1=O
**Total charge**: 0
**E_LUMO**: -0.83 eV
**2S+1**: 1
**HOMO level**: -9.284 eV

Entry from the Open Molecules 2025 dataset: a 6-piece molecular cluster, C26H61F7NO26P6S4 overall in a non-equilibrium geometry (ωB97M-V/def2-TZVPD).

Structure (XYZ):
```
131
Properties=species:S:1:pos:R:3:lowdin_charge:R:1
O 1.2370 -4.5336 2.2205 -0.29
P 1.1100 -2.9334 2.2712 0.61
O 2.6864 -2.2116 2.5677 -0.18
O 0.0671 -2.4337 3.5731 -0.17
S 0.3907 -2.2705 0.3182 0.88
C 1.9363 -2.2204 -0.7446 -0.36
C 1.7746 -3.2152 -2.0752 -0.25
C 3.1578 -4.1057 -2.3428 -0.47
S 4.2892 -3.0648 -3.4140 0.78
C 4.4364 -3.8277 -5.1370 -0.91
S 2.9907 -4.5899 -5.7193 0.57
N 5.6729 -3.8174 -6.0059 -0.18
C 5.4283 -3.2261 -7.3776 -0.16
C 6.4903 -2.0631 -7.8313 -0.17
O 6.7798 -1.0436 -6.8139 -0.21
C 6.7436 -1.5783 -5.4459 -0.18
C 6.8755 -3.2067 -5.3233 -0.17
S -0.3762 -0.3331 0.7103 0.68
O 0.6786 0.4679 1.5089 -0.34
O -1.5883 -0.5530 1.6976 -0.32
C -1.0819 0.5418 -0.7866 -0.23
F -2.2130 1.4186 -0.3121 0.06
F -1.7369 -0.5335 -1.6227 0.01
C 0.0105 1.3386 -1.7124 -0.10
F 0.6747 0.4060 -2.6714 0.05
F 1.0008 2.1501 -0.9393 0.04
C -0.8260 2.4467 -2.6390 -0.13
F -2.0637 1.8996 -3.2394 0.08
F -1.1576 3.6916 -1.8788 0.05
F 0.1000 2.8600 -3.7369 0.02
H 2.4946 -1.2793 2.9205 0.10
H 0.3898 -1.5014 3.8384 0.12
H 2.8392 -2.6803 -0.1245 0.12
H 2.2501 -1.1399 -1.0936 0.13
H 1.6024 -2.5102 -3.0090 0.12
H 0.8869 -3.9695 -1.9284 0.12
H 2.9314 -5.1266 -2.8764 0.09
H 3.6741 -4.3591 -1.3231 0.09
H 4.3450 -2.8212 -7.5588 0.12
H 5.5738 -4.1241 -8.1506 0.15
H 5.9823 -1.4860 -8.7439 0.14
H 7.4990 -2.5077 -8.2866 0.14
H 7.6980 -1.1258 -4.8895 0.14
H 5.8132 -1.1108 -4.9053 0.11
H 7.0221 -3.5735 -4.1965 0.13
H 7.8794 -3.5465 -5.8730 0.15
C -1.0246 -7.3317 3.8264 -0.15
O -1.8735 -6.2298 3.5614 -0.30
P -3.5213 -6.5198 4.0012 0.81
O -3.7532 -7.1470 2.6207 -0.25
O -3.8278 -4.8963 3.9410 -0.28
C -3.1186 -4.0531 3.0496 -0.13
O -5.1692 -6.8099 4.4411 -0.32
C -6.2011 -6.2797 3.6240 -0.13
H 0.0029 -7.0500 3.5823 0.08
H -1.0795 -7.5952 4.8859 0.08
H -1.3143 -8.1906 3.2154 0.08
H -2.9108 -4.5474 2.0971 0.09
H -2.1872 -3.7378 3.5223 0.06
H -3.7199 -3.1584 2.8544 0.10
H -6.0348 -6.4835 2.5649 0.08
H -6.2971 -5.2026 3.7881 0.08
H -7.1423 -6.7517 3.9179 0.09
C 1.9140 4.6992 1.6118 -0.14
O 3.2729 4.8096 1.9941 -0.28
P 4.1066 3.2938 1.9866 0.79
O 3.6276 3.0517 3.4236 -0.26
O 5.5574 4.0865 2.0025 -0.28
C 5.6918 5.3483 2.6338 -0.11
O 4.9403 1.7779 1.9791 -0.33
C 5.9129 1.5246 2.9808 -0.14
H 1.4758 5.7001 1.5801 0.09
H 1.8441 4.2482 0.6185 0.06
H 1.3638 4.0911 2.3346 0.08
H 5.0860 5.4182 3.5409 0.09
H 5.4081 6.1313 1.9291 0.09
H 6.7428 5.4990 2.9037 0.10
H 5.5493 1.7687 3.9803 0.08
H 6.8288 2.0834 2.7680 0.09
H 6.1540 0.4586 2.9572 0.09
C -11.9943 -4.7833 6.3588 -0.15
O -11.0518 -4.8638 7.4124 -0.29
P -9.4630 -5.2851 6.8728 0.80
O -9.8464 -6.7664 6.9806 -0.25
O -8.8316 -4.7606 8.3079 -0.29
C -9.5819 -4.8418 9.5075 -0.12
O -7.8742 -5.7063 6.3330 -0.33
C -7.0754 -6.5525 7.1451 -0.13
H -12.9521 -4.4530 6.7690 0.09
H -11.6565 -4.0577 5.6142 0.08
H -12.1250 -5.7620 5.8898 0.08
H -10.1975 -5.7442 9.5445 0.09
H -10.2087 -3.9534 9.5966 0.08
H -8.8906 -4.8561 10.3573 0.09
H -7.6218 -7.4335 7.4858 0.09
H -6.6879 -5.9963 8.0035 0.08
H -6.2238 -6.8896 6.5483 0.07
C -5.8259 8.3468 -0.8622 -0.15
O -4.5424 7.7495 -0.8358 -0.30
P -3.2554 8.9050 -0.7974 0.80
O -3.2964 8.9642 -2.3296 -0.26
O -2.2053 7.7259 -0.3071 -0.29
C -2.3857 6.3776 -0.7049 -0.13
O -1.9685 10.0606 -0.7589 -0.31
C -0.7761 9.7840 -1.4769 -0.14
H -6.5812 7.5578 -0.8217 0.09
H -5.9478 9.0014 0.0048 0.08
H -5.9590 8.9218 -1.7824 0.08
H -2.7658 6.3002 -1.7269 0.09
H -3.0701 5.8894 -0.0097 0.09
H -1.4214 5.8606 -0.6514 0.07
H -0.9761 9.4515 -2.4968 0.08
H -0.1819 9.0337 -0.9475 0.08
H -0.1898 10.7052 -1.5278 0.09
C 2.0315 4.4740 -4.0139 -0.16
O 3.3696 4.7000 -4.4180 -0.29
P 3.8233 3.7815 -5.8120 0.80
O 4.2027 2.6160 -4.8896 -0.27
O 5.1308 4.7670 -6.0414 -0.28
C 5.7788 5.3859 -4.9434 -0.12
O 4.2769 2.8629 -7.2061 -0.31
C 5.5941 2.3411 -7.2853 -0.13
H 1.8029 5.1326 -3.1721 0.10
H 1.3518 4.7019 -4.8392 0.09
H 1.8990 3.4350 -3.7008 0.05
H 5.8036 4.7367 -4.0643 0.09
H 5.2671 6.3203 -4.7082 0.09
H 6.8088 5.6256 -5.2292 0.10
H 5.8936 1.8350 -6.3661 0.08
H 6.3031 3.1396 -7.5220 0.09
H 5.6215 1.6123 -8.0997 0.09
```

Values from the calculation:
**Total charge**: +1
**E_LUMO**: -6.90 eV
**2S+1**: 1
**HOMO level**: -10.511 eV

Entry from the Open Molecules 2025 dataset: C2H6CsO as an isolated structure in a non-equilibrium geometry (ωB97M-V/def2-TZVPD).

Structure (XYZ):
```
10
Properties=species:S:1:pos:R:3:nbo_charge:R:1
Cs 1.2706 3.1087 -1.7280 1.00
C -1.0323 -0.2620 0.2832 -0.65
C 0.3797 -0.7696 0.1324 -0.08
O 1.2506 0.2167 -0.4701 -0.75
H -1.6617 -0.9385 0.8690 0.24
H -1.5682 -0.2038 -0.6713 0.21
H -1.1579 0.7175 0.7553 0.20
H 0.4110 -1.6393 -0.5209 0.20
H 0.7530 -1.0929 1.1080 0.18
H 1.3552 0.8632 0.2423 0.45
```

Values from the calculation:
**Total charge**: +1
**E_LUMO**: -3.88 eV
**2S+1**: 1
**HOMO level**: -14.397 eV

Entry from the Open Molecules 2025 dataset: C6H6N4O5 in the gas phase in a non-equilibrium geometry (ωB97M-V/def2-TZVPD).

Structure (XYZ):
```
21
Properties=species:S:1:pos:R:3:mulliken_spin:R:1
C -0.1879 0.8329 -0.4230 0.56
C -1.3928 1.4823 0.1770 -0.08
C 1.2034 0.4638 -0.0143 0.06
C 1.6050 -1.0357 -0.3141 0.04
C 0.4729 -1.6737 -1.0938 0.01
C -0.8081 -1.6496 -0.3378 -0.06
N -0.5366 0.8505 -1.6609 0.66
N -2.3192 1.7798 -0.6431 0.20
N -1.5735 -2.1068 0.4077 0.11
N -0.1078 1.7494 2.0052 0.00
O -1.1957 2.1043 1.3782 0.02
O -2.5447 -2.3979 1.0569 0.21
O 0.7637 2.5955 2.2549 0.01
O -0.0877 0.6174 2.3411 -0.01
O -1.8542 1.2032 -1.8282 0.24
H 1.8711 1.1832 -0.6609 0.05
H 1.4332 0.6716 1.0507 0.00
H 2.5074 -1.1308 -0.9533 -0.01
H 1.8154 -1.6662 0.5173 0.00
H 0.2181 -1.1077 -1.9935 -0.01
H 0.7179 -2.7654 -1.2661 -0.01
```

Values from the calculation:
**Total charge**: 0
**E_LUMO (alpha / beta)**: -0.66 / -4.28 eV
**2S+1**: 3
**HOMO level (alpha / beta)**: -6.498 / -10.000 eV

Entry from the Open Molecules 2025 dataset: a 2-piece molecular cluster, CH5N2O overall in a non-equilibrium geometry (ωB97M-V/def2-TZVPD).

Structure (XYZ):
```
9
Properties=species:S:1:pos:R:3:mulliken_spin:R:1
C -0.7794 2.2522 -1.0913 0.45
N 0.7462 -1.7417 0.7768 0.04
N 0.0841 1.5277 -0.6354 0.47
O 0.7793 0.7185 -0.2095 0.89
H -0.5757 3.2763 -1.3902 0.07
H -1.8136 1.9260 -1.2057 0.09
H 1.7281 -1.8397 0.5647 0.00
H 0.5939 -1.6253 1.7685 0.00
H 0.2093 -2.5050 0.3988 0.00
```

Values from the calculation:
**Total charge**: +1
**E_LUMO (alpha / beta)**: -5.45 / -10.13 eV
**2S+1**: 3
**HOMO level (alpha / beta)**: -13.619 / -13.520 eV

Entry from the Open Molecules 2025 dataset: C3H4N4 in the gas phase in a non-equilibrium geometry (ωB97M-V/def2-TZVPD).

Structure (XYZ):
```
11
Properties=species:S:1:pos:R:3:nbo_charge:R:1
H 1.3901 1.8586 -0.1131 0.33
N 2.2890 1.3205 -0.0913 -0.68
C 2.1686 0.0007 -0.0956 0.25
N 1.1902 -0.9696 -0.1176 -0.48
N -0.2517 -0.9809 -0.0098 -0.13
C -0.8119 0.0645 0.6017 -0.05
C -2.2032 0.1782 0.1139 0.22
N -3.3038 0.4112 -0.4200 -0.27
H 3.1648 -0.5013 -0.2985 0.18
H 1.5329 -2.1144 0.0237 0.42
H -0.4755 0.8280 1.1388 0.21
```

Values from the calculation:
**SMILES**: [H]/N=C\N/N=C/C#N
**Total charge**: 0
**E_LUMO**: -0.96 eV
**2S+1**: 1
**HOMO level**: -9.587 eV

The following DFT total energy values (in Ha) correspond, in order, to the records above: -1121.66724, -7376.98688, -174.96522, -826.90810, -225.34539, -335.58421.